(1)
Entry from the OMol25 dataset: a molecular structure, C19H16Cl5N2O4S7Zr (ωB97M-V/def2-TZVPD).

Each line ends with the Löwdin charge.
Positions of all 54 atoms, in Å:
Zr (-0.803, 0.352, 0.021)  1.12
Cl (-5.470, -0.193, -3.339)  0.67
Cl (-3.287, -0.964, -1.259)  0.72
Cl (-5.313, 2.581, -4.777)  0.66
Cl (-3.004, 4.540, -4.094)  0.65
Cl (-0.894, 3.810, -1.985)  0.63
S (-0.548, -2.574, -0.332)  0.38
S (-1.071, 3.850, 3.859)  0.89
S (-0.285, 2.678, 1.191)  0.47
S (-3.278, 2.059, 4.233)  0.89
S (1.218, 1.352, -1.093)  0.54
S (-2.700, 4.085, 6.339)  0.46
S (-2.820, 0.615, 1.620)  0.54
O (-1.230, -1.842, 0.763)  -0.51
O (0.007, -1.467, -1.162)  -0.44
O (-1.292, -3.552, -1.039)  -0.25
O (0.649, -3.351, 0.330)  -0.15
N (1.882, -2.554, 2.898)  -0.08
N (0.839, -0.126, 1.970)  -0.13
C (-2.368, 1.848, 2.757)  -1.15
C (1.511, 0.280, -3.575)  -0.12
C (-3.082, 3.011, -3.292)  -0.71
C (3.001, -0.653, -1.955)  -0.12
C (0.178, -0.868, 3.078)  -0.19
C (2.846, -1.634, 2.291)  -0.19
C (-2.371, 3.371, 4.886)  -1.53
C (-4.193, 0.907, -2.977)  -0.71
C (3.124, -1.371, -4.252)  -0.11
C (-3.206, 0.595, -2.051)  -0.68
C (2.067, -0.703, 1.385)  -0.24
C (2.086, -0.505, -4.562)  -0.09
C (-4.122, 2.141, -3.611)  -0.71
C (1.101, -1.777, 3.867)  -0.19
C (3.577, -1.438, -2.944)  -0.10
C (-2.125, 2.645, -2.342)  -0.70
C (-2.148, 1.412, -1.689)  -0.30
C (1.957, 0.219, -2.254)  -0.63
C (-1.332, 2.687, 2.578)  -1.14
H (3.575, -1.985, -5.021)  0.09
H (-0.610, -1.489, 2.670)  0.08
H (1.717, -0.438, -5.578)  0.10
H (0.494, -2.444, 4.479)  0.12
H (3.567, -2.190, 1.688)  0.12
H (1.057, 0.807, 2.301)  0.06
H (2.677, 0.136, 1.055)  0.10
H (-0.304, -0.127, 3.717)  0.12
H (3.384, -0.714, -0.950)  0.08
H (2.359, -3.320, 3.356)  0.12
H (1.804, -1.250, 0.482)  0.06
H (4.391, -2.105, -2.686)  0.10
H (1.768, -1.211, 4.534)  0.11
H (3.398, -1.077, 3.061)  0.12
H (0.920, -3.016, 1.224)  0.06
H (0.701, 0.957, -3.817)  0.10

Charge: -1
Gap between HOMO and LUMO, eV: 6.73
LUMO level, eV: 2.06
Largest force on an atom, eV Å⁻¹: 0.62

***

(2)
Entry from the OMol25 dataset: a molecular structure, C22H44AsN3PPdSi (ωB97M-V/def2-TZVPD).

Each line ends with the Mulliken spin population.
Positions of all 73 atoms, in Å:
Pd (0.531, 0.518, -0.073)  0.70
As (-1.480, 1.882, 0.026)  0.08
P (2.281, 2.192, -0.681)  0.11
Si (-0.022, -1.031, 2.897)  -0.02
N (1.868, -1.097, -1.030)  0.04
N (2.106, -2.916, -2.291)  0.01
N (-0.247, -1.161, 1.119)  0.54
C (-1.524, -1.707, 3.728)  0.01
C (-1.675, -3.344, -1.491)  -0.09
C (-1.766, -4.572, -0.794)  0.23
C (-1.903, 2.574, -1.806)  0.02
C (-0.738, 4.284, 1.485)  0.00
C (2.556, -3.192, -1.035)  -0.01
C (-0.726, -3.522, 1.124)  0.19
C (-1.183, -2.203, -0.861)  0.15
C (2.348, -2.117, -0.242)  0.01
C (-0.747, -2.243, 0.538)  0.02
C (3.549, 1.298, -1.694)  0.00
C (1.846, 3.452, -1.935)  0.00
C (1.591, -1.698, 3.551)  0.02
C (3.224, 2.985, 0.641)  0.01
C (2.000, -3.851, -3.427)  0.00
C (-1.203, -4.622, 0.452)  -0.09
C (-3.105, 0.764, 0.226)  0.01
C (-4.481, 1.388, 0.042)  0.01
C (0.046, 0.841, 3.283)  0.01
C (-1.265, 1.646, -2.824)  0.01
C (-1.946, 3.393, 1.140)  0.01
C (1.669, -1.614, -2.219)  -0.01
H (1.837, -2.734, 3.253)  0.00
H (-1.314, 1.995, -3.908)  0.00
H (2.544, 3.569, 1.220)  0.00
H (4.267, 2.007, -2.080)  0.00
H (-1.654, 3.649, -1.933)  0.00
H (-1.171, -1.233, -1.408)  0.02
H (-0.310, -3.629, 2.128)  0.01
H (1.976, -3.247, -4.404)  0.00
H (3.601, 2.238, 1.418)  0.00
H (-2.295, 2.967, 2.037)  0.00
H (1.085, 4.189, -1.549)  0.00
H (2.611, -2.019, 0.803)  0.00
H (3.080, -4.103, -0.868)  0.00
H (-0.872, 5.016, 2.283)  0.00
H (2.387, -1.015, 3.332)  0.00
H (1.128, -4.498, -3.419)  0.00
H (1.427, 2.944, -2.749)  0.00
H (4.183, 0.604, -1.145)  0.00
H (-2.101, -3.286, -2.455)  0.00
H (-4.620, 2.235, 0.667)  0.00
H (-2.977, 2.539, -2.015)  0.00
H (0.442, 1.364, 2.408)  0.00
H (1.453, -1.711, 4.658)  0.00
H (-0.925, 1.271, 3.527)  0.00
H (4.092, 3.561, 0.295)  0.00
H (-1.397, -5.577, 1.034)  0.00
H (-1.702, -2.721, 3.556)  0.00
H (0.116, 3.681, 1.853)  0.00
H (2.920, -4.399, -3.548)  0.00
H (2.695, 3.923, -2.413)  0.00
H (-2.216, -5.415, -1.312)  0.01
H (-5.287, 0.624, 0.267)  0.00
H (0.653, 1.166, 4.190)  0.00
H (-0.215, 1.518, -2.506)  -0.01
H (-1.818, 0.660, -2.774)  0.00
H (-2.879, 3.860, 0.672)  0.00
H (-4.657, 1.591, -1.033)  0.00
H (-2.860, 0.458, 1.244)  -0.01
H (3.139, 0.717, -2.516)  0.00
H (-2.448, -1.259, 3.426)  0.00
H (-3.001, -0.105, -0.417)  0.00
H (-0.335, 4.789, 0.635)  0.00
H (-1.432, -1.464, 4.770)  0.00
H (1.247, -1.048, -3.074)  0.00

Charge: +1
Gap between HOMO and LUMO (spin up / spin down), eV: 7.57 / 6.76
LUMO level (spin up / spin down), eV: -1.63 / -4.47
Multiplicity: 3
Largest force on an atom, eV Å⁻¹: 3.36

***

(3)
Entry from the OMol25 dataset: a molecular structure, C22H24N4OS2Sc (ωB97M-V/def2-TZVPD).

Each line ends with the Löwdin charge.
Positions of all 54 atoms, in Å:
Sc (9.800, 10.469, 6.447)  1.22
S (9.928, 11.523, 11.027)  1.24
S (5.349, 11.851, 6.559)  1.23
O (9.589, 8.438, 6.108)  -0.31
N (9.730, 10.917, 8.578)  -0.04
N (7.743, 11.046, 6.719)  -0.06
N (11.893, 10.402, 5.847)  -0.01
N (10.282, 12.511, 5.731)  0.00
C (8.958, 6.483, 4.901)  -0.15
C (9.832, 14.893, 5.795)  0.02
C (8.435, 11.350, 8.997)  -0.24
C (9.450, 13.550, 5.801)  -0.10
C (11.996, 10.479, 9.374)  -0.03
C (13.945, 11.584, 5.707)  0.04
C (6.112, 11.962, 8.086)  -0.26
C (11.654, 12.763, 5.505)  -0.14
C (14.706, 10.481, 5.997)  0.02
C (9.077, 7.372, 7.043)  -0.11
C (9.345, 6.104, 6.320)  -0.13
C (9.473, 7.844, 4.714)  -0.12
C (14.028, 9.320, 6.280)  -0.02
C (12.681, 9.255, 6.078)  -0.06
C (12.530, 11.561, 5.695)  -0.19
C (6.695, 11.119, 5.883)  -0.62
C (10.617, 10.962, 9.564)  -0.56
C (7.376, 11.531, 8.008)  -0.31
C (11.202, 15.126, 5.523)  0.03
C (12.109, 14.060, 5.399)  0.03
C (8.475, 11.806, 10.330)  -0.31
C (6.595, 10.604, 4.489)  -0.04
H (10.379, 5.793, 6.458)  0.14
H (9.278, 5.745, 4.086)  0.18
H (11.985, 9.524, 8.882)  0.08
H (6.492, 9.523, 4.569)  0.10
H (13.165, 14.247, 5.295)  0.13
H (9.166, 15.733, 5.998)  0.14
H (12.121, 8.364, 6.260)  0.11
H (5.553, 12.388, 8.895)  0.10
H (8.748, 5.292, 6.746)  0.15
H (7.640, 12.167, 10.865)  0.09
H (14.366, 12.546, 5.614)  0.11
H (5.671, 10.974, 4.030)  0.10
H (12.478, 10.389, 10.266)  0.06
H (7.505, 10.881, 3.935)  0.10
H (8.818, 8.489, 4.126)  0.12
H (10.490, 7.819, 4.290)  0.14
H (11.591, 16.193, 5.491)  0.16
H (9.724, 7.430, 7.922)  0.13
H (12.546, 11.187, 8.725)  0.11
H (7.884, 6.453, 4.761)  0.13
H (8.033, 7.536, 7.322)  0.14
H (15.789, 10.625, 6.168)  0.16
H (14.549, 8.416, 6.545)  0.14
H (8.383, 13.374, 5.910)  0.11

Charge: +3
Gap between HOMO and LUMO, eV: 7.64
LUMO level, eV: -9.79
Largest force on an atom, eV Å⁻¹: 3.83

***

(4)
Entry from the OMol25 dataset: a molecular structure, C38H66BN2P2Sr (ωB97M-V/def2-TZVPD).

Each line ends with the Löwdin charge.
Positions of all 110 atoms, in Å:
Sr (-0.856, 0.247, -2.520)  1.21
P (-2.504, -0.842, 1.356)  1.14
P (3.055, 0.245, 0.165)  1.16
N (1.034, 2.035, 0.761)  -0.06
N (-1.101, 1.569, 1.350)  -0.07
C (-1.020, -3.737, -1.238)  -0.10
C (-2.893, -1.010, 4.252)  -0.10
C (0.869, -2.849, 0.123)  -0.12
C (3.355, 0.608, -2.518)  -0.13
C (0.738, 2.763, 1.893)  -0.21
C (-4.657, -0.643, -0.305)  -0.12
C (-1.631, 2.606, -3.425)  -0.14
C (4.882, -1.005, -1.457)  -0.11
C (4.072, -1.318, 2.174)  -0.13
C (5.462, 0.710, 1.807)  -0.10
C (-0.398, 3.976, 4.120)  -0.13
C (-4.384, -1.004, 1.165)  -0.71
C (5.337, 1.462, -1.273)  -0.10
C (0.502, -1.992, -2.211)  -0.15
C (0.768, 3.113, -4.180)  -0.09
C (1.333, -4.340, -1.797)  -0.10
C (-0.592, 2.460, 2.272)  -0.21
C (-0.484, 1.035, -4.984)  -0.15
C (-1.616, -1.091, -5.754)  -0.07
C (-4.764, -2.474, 1.367)  -0.11
C (-2.426, 1.015, 1.495)  -0.32
C (3.219, 0.894, 2.867)  -0.10
C (-2.791, 1.822, -3.464)  -0.41
C (-0.422, 2.213, -4.188)  -0.39
C (0.898, 4.285, 3.739)  -0.13
C (2.368, 1.988, 0.196)  -0.31
C (-5.273, -0.123, 2.045)  -0.10
C (1.477, 3.683, 2.622)  -0.05
C (4.035, 0.169, 1.795)  -0.70
C (-0.594, -0.829, 3.299)  -0.10
C (-1.156, 3.061, 3.388)  -0.04
C (-2.802, 0.591, -4.195)  -0.16
C (-1.863, -2.944, 3.042)  -0.11
C (4.252, 0.382, -1.289)  -0.71
C (0.422, -3.207, -1.293)  -0.76
C (-4.015, 2.256, -2.715)  -0.06
C (-1.617, 0.215, -5.011)  -0.40
C (-2.001, -1.417, 3.083)  -0.69
B (-0.134, 1.267, 0.275)  -0.36
H (-1.085, -4.647, -0.627)  0.07
H (6.197, 1.183, -0.668)  0.05
H (2.148, 0.701, 2.776)  0.07
H (2.359, -3.979, -1.903)  0.06
H (3.088, 1.657, -2.645)  0.06
H (5.521, -1.018, -2.347)  0.08
H (-2.384, -1.237, 5.196)  0.08
H (0.402, -1.916, 0.445)  0.04
H (6.129, 0.113, 1.184)  0.06
H (-3.906, -1.070, -0.976)  0.06
H (-2.871, 1.354, 2.432)  0.07
H (4.956, 2.419, -0.908)  0.07
H (-0.636, 0.204, 3.643)  0.07
H (5.500, -1.282, -0.600)  0.06
H (-2.830, -3.448, 3.061)  0.06
H (-3.839, -1.554, 4.250)  0.06
H (0.628, -3.645, 0.839)  0.07
H (-3.715, 0.015, -4.260)  0.09
H (5.697, 1.626, -2.295)  0.08
H (-0.990, -1.010, -6.645)  0.08
H (-0.073, -1.420, 4.059)  0.08
H (1.947, -2.687, 0.143)  0.04
H (-6.321, -0.257, 1.754)  0.08
H (-4.808, 1.512, -2.790)  0.07
H (3.898, 0.298, -3.418)  0.08
H (4.105, -1.762, -1.584)  0.07
H (0.008, -0.848, 2.388)  0.06
H (-3.109, 0.061, 4.251)  0.07
H (3.363, 1.973, 2.835)  0.06
H (1.469, 5.008, 4.309)  0.09
H (-4.665, 0.437, -0.460)  0.05
H (0.534, 4.097, -4.608)  0.07
H (1.136, 3.296, -3.165)  0.07
H (5.851, 0.678, 2.831)  0.08
H (3.064, -1.724, 2.259)  0.07
H (2.445, 0.000, -2.456)  0.04
H (-1.629, 3.532, -2.864)  0.11
H (1.342, -5.191, -1.106)  0.07
H (0.379, 0.773, -5.590)  0.12
H (-1.382, -3.971, -2.244)  0.07
H (-5.190, -0.376, 3.101)  0.06
H (-1.688, -2.990, -0.800)  0.04
H (-5.637, -1.026, -0.608)  0.08
H (1.587, 2.683, -4.760)  0.07
H (-2.632, -1.343, -6.068)  0.07
H (-1.292, -3.283, 3.912)  0.08
H (4.597, -1.918, 1.426)  0.06
H (-5.765, -2.657, 0.962)  0.08
H (-1.331, -3.268, 2.145)  0.06
H (3.035, 2.656, 0.746)  0.07
H (5.510, 1.748, 1.471)  0.07
H (2.487, 3.941, 2.330)  0.09
H (-5.038, 0.936, 1.930)  0.07
H (-0.834, 4.453, 4.989)  0.08
H (4.583, -1.445, 3.135)  0.08
H (0.999, -4.695, -2.776)  0.07
H (-2.174, 2.844, 3.687)  0.09
H (-3.790, 2.412, -1.657)  0.07
H (2.328, 2.341, -0.836)  0.07
H (-3.070, 1.378, 0.684)  0.07
H (-4.779, -2.743, 2.424)  0.06
H (-4.069, -3.145, 0.856)  0.08
H (3.537, 0.546, 3.856)  0.09
H (0.252, -2.442, -3.212)  -0.04
H (-1.239, -1.925, -5.152)  0.06
H (-4.391, 3.200, -3.113)  0.08

Charge: -1
Gap between HOMO and LUMO (spin up / spin down), eV: 5.59 / 4.73
LUMO level (spin up / spin down), eV: 2.43 / 2.46
Largest force on an atom, eV Å⁻¹: 4.21

***

- Look up the charge of the second one.
  +1